No. 1
# C28H40N2O2P2Ru

A structure of composition C28H40N2O2P2Ru in a non-equilibrium geometry (the ωB97M-V functional and the def2-TZVPD basis, the Open Molecules 2025 dataset).

```
75
Properties=species:S:1:pos:R:3:mulliken_charge:R:1
Ru -0.031 0.150 -0.779 -1.224
C 2.459 -3.192 0.880 -1.443
C 3.133 -2.213 -0.086 0.783
C 4.511 -1.796 0.436 -1.418
P 2.131 -0.717 -0.476 0.910
C 2.544 -0.255 -2.214 0.436
C 1.328 0.410 -2.902 -1.678
C 3.852 0.497 -2.462 -1.378
C 2.276 0.534 0.835 0.803
C 3.451 1.220 1.101 -0.401
C 3.504 2.162 2.121 -0.913
C 2.365 2.445 2.859 -1.076
C 1.170 1.787 2.600 -0.707
C 1.120 0.818 1.607 -0.850
N -0.092 0.211 1.186 1.755
C -1.211 -0.020 1.939 -0.062
C -1.213 0.004 3.349 -0.658
C -2.403 -0.140 4.029 -1.044
C -3.592 -0.329 3.328 -0.806
C -3.581 -0.458 1.933 -0.962
C -2.403 -0.345 1.235 0.187
P -2.191 -0.759 -0.517 1.209
C -3.614 -0.418 -1.628 0.622
C -4.731 -1.457 -1.430 -1.337
C -4.175 1.007 -1.604 -1.476
C -2.047 -2.588 -0.496 0.634
C -1.612 -3.094 -1.878 -1.325
C -1.132 -3.088 0.608 -1.287
H 3.139 -4.025 1.067 0.511
H 1.543 -3.606 0.481 0.425
H 2.249 -2.718 1.844 0.303
H 3.246 -2.683 -1.064 0.545
H 4.444 -1.354 1.431 0.347
H 5.043 -1.110 -0.224 0.257
H 5.113 -2.704 0.516 0.496
H 2.633 -1.260 -2.636 0.747
H 1.315 1.479 -2.762 0.337
H 0.328 -0.052 -2.652 0.439
H 1.344 0.212 -3.972 0.591
H 3.824 1.484 -2.008 0.238
H 3.998 0.620 -3.538 0.414
H 4.712 -0.062 -2.089 0.367
H 4.333 1.039 0.500 0.433
H 4.429 2.691 2.317 0.490
H 2.395 3.202 3.633 0.458
H 0.269 2.079 3.122 0.767
H -0.284 0.111 3.893 0.751
H -2.409 -0.114 5.112 0.441
H -4.528 -0.422 3.865 0.495
H -4.506 -0.673 1.417 0.285
H -3.164 -0.590 -2.608 0.582
H -5.163 -1.436 -0.429 0.198
H -4.421 -2.477 -1.649 0.339
H -5.530 -1.206 -2.129 0.529
H -4.549 1.283 -0.617 0.277
H -5.010 1.042 -2.306 0.550
H -3.445 1.751 -1.901 0.276
H -3.056 -2.937 -0.274 0.934
H -0.609 -2.738 -2.127 0.067
H -2.284 -2.789 -2.682 0.365
H -1.580 -4.185 -1.875 0.515
H -0.143 -2.663 0.510 -0.402
H -1.039 -4.174 0.532 0.712
H -1.506 -2.855 1.606 0.224
O -1.990 1.999 -0.366 -0.423
C -1.009 2.745 -0.478 -0.395
C -0.955 4.240 -0.307 -0.543
C 0.527 4.562 -0.547 -0.530
C 1.174 3.222 -0.856 -0.247
O 2.340 3.022 -1.093 -0.507
N 0.183 2.225 -0.811 0.786
H -1.325 4.512 0.682 0.307
H -1.623 4.703 -1.032 0.353
H 1.029 4.994 0.317 0.260
H 0.700 5.234 -1.385 0.343
```

Total charge ... +2
Energy above the lowest of the compared OMol25 structures with the same formula, charge and spin ... 59.19 kcal/mol
HOMO-LUMO gap (spin up / spin down) ... 5.0 / 5.0 eV

---

No. 2
# C29H34BCl3N7O2STi

A structure of composition C29H34BCl3N7O2STi (the ωB97M-V functional and the def2-TZVPD basis, the Open Molecules 2025 dataset).

```
78
Properties=species:S:1:pos:R:3:mulliken_charge:R:1
Ti -0.552 0.104 0.619 0.500
C 2.276 -1.242 -3.519 -0.826
C 3.351 -0.156 -3.516 1.260
C 3.662 0.302 -4.938 -1.886
C 2.955 1.001 -2.636 -0.209
C 2.819 2.368 -2.953 -0.690
C 2.474 2.955 -1.754 -0.791
N 2.411 1.992 -0.818 1.394
N 2.713 0.794 -1.348 -0.663
B 2.206 2.209 0.709 -0.368
N 2.423 0.905 1.463 -0.745
C 3.560 0.613 2.113 -0.378
C 3.509 -0.704 2.494 -1.381
C 2.269 -1.169 2.019 -0.100
N 1.614 -0.186 1.400 1.475
C 1.786 -2.580 2.226 0.479
C 0.993 -2.687 3.533 -1.237
C 1.015 -3.169 1.050 -0.979
N 0.838 2.874 1.050 0.794
C 0.693 4.202 1.171 -0.288
C -0.514 4.460 1.775 -1.315
C -1.066 3.192 2.026 -0.029
N -0.253 2.239 1.564 -0.151
C -2.335 2.981 2.813 0.724
C -3.575 3.323 1.982 -1.264
C -2.458 1.605 3.455 -1.586
H 2.624 -2.134 -4.049 0.418
H 2.000 -1.518 -2.501 -0.019
H 1.375 -0.880 -4.021 0.094
H 4.265 -0.585 -3.087 0.280
H 2.773 0.740 -5.399 0.320
H 4.459 1.049 -4.957 0.428
H 3.972 -0.547 -5.552 0.441
H 2.935 2.851 -3.909 0.390
H 2.262 3.984 -1.509 0.390
H 3.049 3.000 1.079 -0.247
H 4.321 1.365 2.236 0.447
H 4.252 -1.270 3.032 0.429
H 2.707 -3.164 2.347 0.335
H 0.086 -2.086 3.458 -0.034
H 0.710 -3.727 3.721 0.410
H 1.588 -2.332 4.380 0.416
H 0.063 -2.667 0.905 -0.163
H 1.578 -3.082 0.119 0.227
H 0.812 -4.227 1.240 0.472
H 1.480 4.865 0.852 0.418
H -0.933 5.416 2.041 0.450
H -2.268 3.721 3.622 0.347
H -3.699 2.591 1.183 0.147
H -4.467 3.294 2.613 0.391
H -3.494 4.322 1.544 0.384
H -2.647 0.839 2.707 0.137
H -1.545 1.327 3.985 0.340
H -3.290 1.604 4.164 0.502
O -1.327 -1.084 2.037 -0.264
N -2.509 -1.736 1.807 0.482
C -2.761 -2.839 2.619 -0.674
C -3.960 -3.497 2.531 -0.699
C -4.955 -3.057 1.656 -0.431
C -4.678 -1.885 0.880 -0.840
C -3.473 -1.226 0.959 0.518
S -3.076 0.205 0.040 -0.497
H -1.942 -3.127 3.256 0.364
H -4.108 -4.370 3.158 0.356
H -5.903 -3.574 1.572 0.321
H -5.404 -1.489 0.184 0.363
Cl -2.054 -0.639 -6.588 -0.306
C -1.556 -0.805 -4.912 0.451
C -1.333 0.328 -4.148 -0.900
C -0.943 0.178 -2.835 1.031
Cl -0.579 1.595 -1.898 -0.242
C -0.741 -1.078 -2.201 -1.518
O -0.328 -1.211 -1.003 0.227
C -0.995 -2.185 -3.052 0.560
Cl -0.749 -3.774 -2.387 -0.285
C -1.390 -2.067 -4.369 -0.734
H -1.455 1.317 -4.568 0.427
H -1.563 -2.953 -4.962 0.403
```

2S+1 ... 4
Total charge ... -2
Energy above the lowest of the compared OMol25 structures with the same formula, charge and spin ... 1.32 kcal/mol
HOMO-LUMO gap (spin up / spin down) ... 3.0 / 5.7 eV

---

No. 3
# C2Cl4Si

A cluster of 2 separate species, C2Cl4Si in total in a non-equilibrium geometry (the ωB97M-V functional and the def2-TZVPD basis, the Open Molecules 2025 dataset).

```
7
Properties=species:S:1:pos:R:3:mulliken_charge:R:1
C -3.582 0.888 0.929 0.505
C -2.521 0.580 0.541 -0.600
Si 1.238 -0.193 -0.316 0.750
Cl -0.611 -0.235 -0.945 -0.083
Cl 1.478 -2.066 0.597 -0.241
Cl 2.489 -0.260 -1.852 -0.160
Cl 1.508 1.285 1.046 -0.171
```

Energy above the lowest of the compared OMol25 structures with the same formula, charge and spin ... 22.70 kcal/mol
HOMO-LUMO gap (spin up / spin down) ... 8.8 / 8.5 eV

---

No. 4
# C2HN3S2

The molecule C2HN3S2 in a non-equilibrium geometry (the ωB97M-V functional and the def2-TZVPD basis, the Open Molecules 2025 dataset).

```
8
Properties=species:S:1:pos:R:3:mulliken_charge:R:1
C -1.574 2.013 0.500 0.524
C -2.585 -1.397 0.082 0.368
N -1.924 3.021 0.939 -0.403
N -2.360 -2.139 0.931 -0.309
N -1.092 0.947 -0.021 -0.347
S 0.369 0.874 -0.864 -0.033
S -2.608 -0.058 -0.911 0.029
H 0.862 -0.054 -0.066 0.170
```

Energy above the lowest of the compared OMol25 structures with the same formula, charge and spin ... 9.35 kcal/mol
SMILES string ... N#CSN(S)C#N
HOMO-LUMO gap ... 8.2 eV

---

No. 5
# C32H88N8O8

A cluster of 8 separate species, C32H88N8O8 in total in a non-equilibrium geometry (the ωB97M-V functional and the def2-TZVPD basis, the Open Molecules 2025 dataset).

```
136
Properties=species:S:1:pos:R:3:mulliken_charge:R:1
C 3.437 0.420 -2.552 -1.147
C 3.811 1.946 -2.651 0.039
C 2.830 2.884 -1.774 -0.751
O 3.029 2.702 -0.388 0.013
C 2.212 3.499 0.520 -0.895
N 5.222 2.009 -2.304 -0.699
H 2.359 0.296 -2.662 0.233
H 3.598 0.138 -1.511 0.147
H 3.820 -0.331 -3.242 0.401
H 3.710 2.230 -3.698 0.425
H 1.764 2.817 -1.994 0.401
H 3.096 3.932 -1.917 0.447
H 1.129 3.371 0.502 0.166
H 2.449 4.506 0.178 0.510
H 2.577 3.557 1.545 0.157
H 5.484 2.973 -2.148 0.302
H 5.316 1.448 -1.470 0.185
C -8.188 5.966 2.053 -1.614
C -6.833 5.403 2.457 0.786
C -5.648 6.279 2.006 -0.868
O -4.394 5.645 2.127 -0.366
C -3.883 4.804 1.101 -0.586
N -6.906 5.190 3.890 -0.685
H -9.066 5.476 2.473 0.404
H -8.295 5.933 0.969 0.415
H -8.263 7.036 2.245 0.373
H -6.741 4.399 2.042 0.130
H -5.549 7.211 2.563 0.316
H -5.720 6.682 0.996 0.402
H -3.046 4.189 1.432 0.170
H -3.511 5.370 0.247 0.286
H -4.649 4.084 0.815 0.270
H -5.946 5.241 4.197 0.264
H -7.406 6.006 4.214 0.296
C 0.574 -4.098 -0.812 -1.486
C 0.916 -3.374 -2.098 0.161
C -0.247 -2.757 -2.815 -0.251
O 0.163 -1.872 -3.858 -0.443
C -0.940 -1.383 -4.650 -0.762
N 1.868 -2.357 -1.772 -0.280
H 0.280 -3.531 0.071 0.238
H 1.332 -4.819 -0.508 0.429
H -0.353 -4.669 -0.872 0.248
H 1.338 -4.085 -2.808 0.577
H -0.881 -2.249 -2.088 -0.161
H -0.862 -3.514 -3.302 0.557
H -1.322 -2.109 -5.368 0.295
H -0.578 -0.500 -5.177 0.305
H -1.696 -0.901 -4.030 0.226
H 1.801 -1.790 -2.605 0.153
H 2.745 -2.854 -1.710 0.260
C -7.859 0.056 -5.106 -1.375
C -8.486 -0.546 -3.870 0.595
C -7.803 -0.033 -2.623 -0.829
O -6.520 -0.638 -2.656 -0.269
C -5.656 -0.392 -1.519 -0.539
N -9.921 -0.298 -3.949 -0.734
H -8.136 1.110 -5.118 0.327
H -8.139 -0.409 -6.051 0.353
H -6.771 0.112 -5.146 0.341
H -8.421 -1.632 -3.927 0.120
H -8.370 -0.294 -1.730 0.426
H -7.768 1.024 -2.360 0.426
H -5.737 0.638 -1.171 0.256
H -4.637 -0.612 -1.839 0.121
H -5.866 -1.095 -0.713 0.249
H -10.245 -0.239 -4.904 0.253
H -10.208 0.599 -3.584 0.247
C 5.594 2.130 2.666 -0.774
C 6.249 1.960 1.282 0.166
C 7.653 1.289 1.262 0.915
O 8.548 1.686 2.334 -0.427
C 9.029 3.057 2.269 -0.724
N 5.370 1.097 0.498 0.085
H 4.693 2.742 2.620 0.176
H 6.279 2.578 3.385 0.461
H 5.534 1.107 3.038 -0.178
H 6.378 2.908 0.760 0.329
H 8.123 1.366 0.282 0.518
H 7.431 0.236 1.435 -1.260
H 8.276 3.683 2.747 0.245
H 9.134 3.381 1.234 0.314
H 9.888 3.165 2.932 0.290
H 5.304 0.207 0.972 0.036
H 4.420 1.439 0.481 -0.172
C 8.456 -4.141 0.409 -1.445
C 7.950 -2.774 0.928 0.585
C 6.802 -2.940 1.986 -0.966
O 6.332 -1.702 2.160 -0.074
C 5.612 -1.508 3.377 -1.013
N 9.048 -1.961 1.440 -0.799
H 7.599 -4.663 -0.018 0.361
H 8.911 -4.725 1.209 0.310
H 9.139 -4.080 -0.438 0.387
H 7.461 -2.235 0.117 0.238
H 7.317 -3.220 2.904 0.451
H 6.034 -3.641 1.661 0.362
H 6.271 -1.557 4.244 0.402
H 4.960 -2.363 3.552 0.415
H 4.958 -0.645 3.500 0.207
H 8.576 -1.165 1.842 0.266
H 9.496 -1.569 0.624 0.334
C -3.321 -4.205 -0.585 -1.236
C -3.429 -5.484 0.405 0.427
C -3.772 -5.011 1.787 -0.725
O -3.154 -3.726 2.031 -0.132
C -3.563 -3.111 3.283 -0.909
N -4.390 -6.370 -0.114 -0.786
H -4.173 -3.532 -0.481 0.542
H -3.370 -4.476 -1.640 0.511
H -2.553 -3.497 -0.274 -0.092
H -2.516 -6.079 0.420 0.194
H -3.379 -5.785 2.446 0.305
H -4.844 -4.840 1.884 0.417
H -3.070 -2.154 3.452 0.230
H -3.624 -3.744 4.168 0.332
H -4.635 -2.946 3.173 0.359
H -5.291 -5.939 0.034 0.296
H -4.418 -6.237 -1.115 0.283
C -1.470 1.732 0.704 -1.735
C -1.019 0.643 -0.210 0.843
C 0.085 -0.169 0.472 -0.484
O 1.154 0.493 1.011 -0.203
C 2.034 -0.393 1.844 -0.843
N -2.071 -0.269 -0.640 -0.107
H -2.154 2.310 0.084 0.512
H -0.739 2.478 1.015 0.198
H -1.884 1.290 1.610 0.361
H -0.653 1.085 -1.137 0.055
H 0.447 -1.009 -0.122 -0.019
H -0.453 -0.655 1.286 0.517
H 2.346 -1.226 1.215 0.357
H 1.428 -0.759 2.673 0.468
H 2.851 0.060 2.406 0.087
H -1.794 -1.210 -0.396 -0.351
H -2.829 -0.199 0.024 0.345
```

Energy above the lowest of the compared OMol25 structures with the same formula, charge and spin ... 124.31 kcal/mol
SMILES string ... COC[C@H](C)N.COC[C@H](C)N.COC[C@H](C)N.COC[C@H](C)N.COC[C@H](C)N.COC[C@H](C)N.COC[C@H](C)N.COC[C@H](C)N
HOMO-LUMO gap ... 8.9 eV

---

No. 6
# C26H47F12N8O2P2

A cluster of 7 separate species, C26H47F12N8O2P2 in total in a non-equilibrium geometry (the ωB97M-V functional and the def2-TZVPD basis, the Open Molecules 2025 dataset).

```
97
Properties=species:S:1:pos:R:3:mulliken_charge:R:1
C -2.710 -1.865 0.460 -1.154
C -3.235 -0.985 -0.837 -0.386
N -4.554 -1.195 -1.195 0.363
C -5.634 -1.036 -0.300 -0.214
C -6.809 -1.357 -1.025 -0.615
N -6.435 -1.736 -2.394 0.104
C -5.086 -1.598 -2.454 -0.057
C -7.366 -2.141 -3.412 -0.819
H -2.841 -2.935 0.302 0.515
H -3.151 -1.687 1.441 0.306
H -1.642 -1.733 0.636 0.238
H -2.502 -1.237 -1.604 0.347
H -3.080 0.073 -0.627 0.215
H -5.462 -0.911 0.759 0.385
H -7.860 -1.396 -0.782 0.441
H -4.495 -1.541 -3.356 0.373
H -8.119 -1.405 -3.695 0.344
H -7.912 -3.056 -3.183 0.350
H -6.746 -2.366 -4.280 0.306
C -2.167 1.427 1.812 -0.520
C -1.383 1.440 3.152 -0.732
N -1.289 0.013 3.523 0.570
C -2.324 -0.772 3.794 -0.397
C -1.951 -2.123 3.957 -0.882
N -0.557 -2.154 3.811 0.355
C -0.192 -0.856 3.473 -0.335
C 0.307 -3.253 3.917 -0.508
H -2.348 2.449 1.477 0.506
H -3.096 0.881 1.975 0.391
H -1.601 0.976 0.997 -0.213
H -2.010 1.941 3.890 0.265
H -0.386 1.880 3.152 0.420
H -3.269 -0.278 3.962 0.582
H -2.519 -2.999 4.235 0.486
H 0.831 -0.517 3.417 0.294
H 0.193 -3.806 4.849 0.350
H 1.264 -2.735 3.978 0.026
H 0.344 -3.769 2.957 0.335
C -2.461 3.298 -7.242 -1.086
C -2.651 3.941 -5.893 -0.399
N -1.937 3.286 -4.801 0.255
C -2.237 2.016 -4.355 -0.738
C -1.344 1.705 -3.345 -0.380
N -0.555 2.816 -3.170 0.094
C -1.046 3.850 -3.962 -0.013
C 0.522 3.000 -2.170 -0.335
H -1.495 3.691 -7.559 0.328
H -3.130 3.613 -8.043 0.362
H -2.332 2.221 -7.351 0.333
H -3.727 4.040 -5.747 0.314
H -2.195 4.922 -5.759 0.248
H -2.965 1.427 -4.892 0.451
H -1.141 0.826 -2.751 0.588
H -0.758 4.891 -3.953 0.373
H 1.307 2.312 -2.484 0.340
H 0.190 2.882 -1.138 -0.058
H 0.846 4.036 -2.269 0.324
C 4.825 -3.266 3.257 -1.043
C 5.571 -2.179 2.504 -0.235
N 5.946 -2.624 1.188 0.324
C 6.677 -3.709 0.761 -0.164
C 6.713 -3.806 -0.626 -0.628
N 5.884 -2.783 -1.107 0.199
C 5.442 -2.080 -0.041 -0.182
C 5.733 -2.422 -2.476 -0.795
H 4.417 -2.935 4.212 0.309
H 5.410 -4.186 3.264 0.380
H 3.888 -3.489 2.745 0.293
H 6.489 -1.912 3.029 0.270
H 4.962 -1.279 2.428 0.118
H 7.089 -4.327 1.545 0.419
H 7.278 -4.493 -1.238 0.429
H 4.915 -1.160 -0.245 0.285
H 5.380 -1.391 -2.503 0.299
H 5.030 -3.102 -2.959 0.291
H 6.706 -2.546 -2.952 0.375
C 1.590 0.241 0.371 0.967
C 1.497 -0.366 -1.021 0.261
O 0.320 -0.667 -1.456 -0.661
O 2.588 -0.590 -1.620 -0.757
H 2.450 -0.055 0.972 -0.263
H 0.649 0.297 0.918 -0.453
H 1.783 1.269 0.066 -0.049
P 3.532 0.310 4.847 1.191
F 4.026 1.882 5.152 -0.387
F 1.990 0.891 4.968 -0.395
F 3.534 0.677 3.258 -0.366
F 2.884 -1.110 4.558 -0.310
F 5.001 -0.333 4.749 -0.372
F 3.605 -0.008 6.443 -0.381
P 0.177 4.950 0.983 1.256
F -0.382 6.457 0.981 -0.384
F -0.953 4.757 2.192 -0.377
F -1.019 4.651 -0.064 -0.349
F 0.787 3.378 0.914 -0.410
F 1.229 5.516 -0.107 -0.370
F 1.259 5.130 2.208 -0.373
```

Total charge ... +1
Energy above the lowest of the compared OMol25 structures with the same formula, charge and spin ... 0.00 kcal/mol
HOMO-LUMO gap ... 6.3 eV

---

Number 1: E -57905.0581 eV. Number 2: E -117349.3247 eV. Number 3: E -60038.2509 eV. Number 4: E -28227.5351 eV. Number 5: E -62903.3768 eV. Number 6: E -94929.3185 eV.